# C8H14O2Si

The molecule C8H14O2Si (ωB97M-V/def2-TZVPD, the Open Molecules 2025 dataset).

Output
Gap between HOMO and LUMO (alpha / beta) = 0.225 / 0.252 hartree
HOMO level (alpha / beta) = -5.501 / -9.120 eV
2S+1 = 3
Lowest unoccupied orbital energy (alpha / beta) = 0.63 / -2.28 eV

Positions of all 25 atoms, in Å:
C: 0.10823 0.71586 -0.64593
C: -0.24457 -0.33916 -1.36009
C: 0.47603 1.86874 -1.41622
C: -0.00196 -0.06071 -2.85258
C: 0.39041 1.41539 -2.95916
C: -0.76085 -1.66399 -0.85689
C: 1.65782 0.13041 2.30692
C: -1.33184 -0.09381 2.31040
O: 0.72771 3.03111 -1.04289
O: 0.10732 2.49531 2.24008
Si: 0.08651 1.00427 1.66204
H: 0.87482 -0.78091 -3.23263
H: -0.86283 -0.32021 -3.53368
H: -0.40124 1.97142 -3.45960
H: 1.36395 1.49190 -3.38289
H: -1.81672 -1.65154 -0.61216
H: -0.36193 -1.97117 0.06669
H: -0.59837 -2.46970 -1.53059
H: 1.97475 -0.75879 1.80212
H: 2.27666 1.04614 2.38539
H: 1.36818 -0.18671 3.32045
H: -2.25639 -0.04143 1.78010
H: -0.86925 -1.08688 2.41344
H: -1.61479 0.01625 3.35212
H: 0.90669 3.08454 2.20994

Atoms 1-6, force components in eV/Å:
C 0.43 3.58 4.51
C -0.63 -2.27 -1.99
C -0.61 -2.87 -0.63
C 0.79 -2.28 -0.55
C -0.65 -0.27 1.32
C -0.46 1.10 -0.32

# C5H6N

An isolated ion of composition C5H6N and charge +1 (ωB97M-V/def2-TZVPD, the Open Molecules 2025 dataset).

Output
Gap between HOMO and LUMO = 0.285 hartree
Charge = +1
HOMO level = -13.826 eV
2S+1 = 1
Lowest unoccupied orbital energy = -6.07 eV

Positions of all 12 atoms, in Å:
C: 2.75669 -2.14326 1.10563
C: 3.99310 -2.03729 1.04305
C: 0.93852 -0.61821 0.51478
C: 1.54821 -1.65266 1.42905
C: -0.35467 -0.19412 0.10387
N: -0.76063 0.90533 -0.78435
H: 1.85696 -0.27300 -0.07047
H: 1.00108 -2.20948 2.18763
H: -1.23405 -0.46623 0.81170
H: -0.96162 1.74677 -0.18321
H: -1.56923 0.76601 -1.45179
H: -0.00628 1.18873 -1.31630

Atoms 1-6, force components in eV/Å:
C -4.14 1.10 0.45
C 3.52 0.02 -0.24
C -0.50 1.80 -3.14
C -0.87 -1.19 -0.79
C 0.82 -2.70 4.83
N -1.39 0.48 1.38

# C8H10SSi

C8H10SSi as an isolated structure (ωB97M-V/def2-TZVPD, the Open Molecules 2025 dataset).

Output
Gap between HOMO and LUMO (alpha / beta) = 0.257 / 0.257 hartree
HOMO level (alpha / beta) = -7.145 / -7.141 eV
2S+1 = 1
Lowest unoccupied orbital energy (alpha / beta) = -0.15 / -0.14 eV

Positions of all 20 atoms, in Å:
C: -0.52133 -0.64411 -1.59932
C: -0.24418 -0.42753 -0.29994
C: -1.21774 0.29611 -2.36888
C: -0.93771 1.33674 -0.05735
C: 0.15701 -1.02038 0.90759
C: 0.54845 -0.24265 1.91685
C: -1.67644 0.21793 -3.76688
C: 1.21486 -0.74590 3.14569
Si: -0.06200 1.55175 1.50713
S: -1.45191 1.83534 -1.57415
H: -0.00474 -1.36726 -2.12065
H: 0.07023 -2.06818 0.92104
H: -1.86877 1.18941 -4.29974
H: -0.82775 -0.54616 -4.26512
H: -2.57147 -0.30746 -3.90170
H: 1.54775 -0.08646 3.93325
H: 1.92573 -1.45511 2.90285
H: 0.59135 -1.44570 3.70185
H: 0.91914 2.53001 1.39202
H: -0.96452 2.21199 2.48575

Atoms 1-6, force components in eV/Å:
C -0.68 1.19 -0.64
C -3.64 6.55 0.25
C -0.06 2.23 0.93
C 1.78 -4.27 -1.14
C 0.54 0.25 -0.09
C -0.35 1.71 0.44

# C4H4F2O

The molecule C4H4F2O (ωB97M-V/def2-TZVPD, the Open Molecules 2025 dataset).

Output
Gap between HOMO and LUMO = 0.371 hartree
HOMO level = -9.960 eV
2S+1 = 1
Lowest unoccupied orbital energy = 0.15 eV

Positions of all 11 atoms, in Å:
C: -1.09375 -1.07836 -0.03655
C: -0.76329 0.37033 0.03262
C: 0.42121 1.03519 -0.01313
C: 1.71356 0.34122 0.06796
H: -1.71102 -1.27184 -0.84433
H: -0.16862 -1.71511 -0.16449
H: -1.71364 -1.31475 0.83996
H: 2.56245 1.05249 0.30973
O: 1.94427 -0.83582 -0.08658
F: -1.89085 1.06889 -0.01311
F: 0.69969 2.34774 -0.09207

Atoms 1-6, force components in eV/Å:
C 2.54 -0.46 1.75
C 0.72 1.03 -0.90
C 0.23 -1.77 0.10
C 1.14 -0.35 0.20
H -1.21 -0.03 -1.90
H -1.15 0.71 0.59

# C5H13N2

A 2-piece molecular cluster, C5H13N2 overall (ωB97M-V/def2-TZVPD, the Open Molecules 2025 dataset).

Output
Gap between HOMO and LUMO (alpha / beta) = 0.353 / 0.303 hartree
Charge = +1
HOMO level (alpha / beta) = -14.395 / -14.909 eV
2S+1 = 1
Lowest unoccupied orbital energy (alpha / beta) = -4.80 / -6.67 eV

Positions of all 20 atoms, in Å:
C: -2.66344 0.43209 -0.18795
C: -1.44045 0.32033 -0.73559
C: 2.24635 0.06318 -0.19389
C: -0.18751 0.63941 1.31752
C: 0.94723 0.46272 -0.87571
N: -0.31137 -2.11755 0.03600
N: -0.24511 0.29927 -0.07218
H: -3.52440 0.43661 -0.83351
H: -2.86051 0.51680 0.86660
H: -1.36055 0.20521 -1.80974
H: 2.13937 -0.90590 0.29208
H: 3.02586 -0.02781 -0.94652
H: 2.58024 0.79698 0.53403
H: -1.01797 0.19000 1.85658
H: 0.74831 0.31058 1.76425
H: -0.25178 1.72659 1.43657
H: 0.81813 -0.11011 -1.79846
H: 1.01893 1.52212 -1.17039
H: -0.14628 -2.30934 1.02012
H: 0.48493 -2.45116 -0.49980

Atoms 1-6, force components in eV/Å:
C -0.34 0.09 0.38
C 0.72 -0.15 -0.34
C -0.16 -0.12 0.02
C 0.00 0.16 1.04
C 1.06 0.16 -0.70
N -0.67 0.20 -0.29

# C31H57F6N4O12P

C31H57F6N4O12P as an isolated structure (ωB97M-V/def2-TZVPD, the Open Molecules 2025 dataset).

Output
Gap between HOMO and LUMO = 0.164 hartree
HOMO level = -8.284 eV
2S+1 = 1
Lowest unoccupied orbital energy = -3.82 eV

Positions of all 111 atoms, in Å:
C: 24.36568 19.65629 -16.26042
C: 25.87802 19.40880 -16.31806
C: 26.51312 20.35993 -17.32211
C: 28.02635 20.27628 -17.33488
C: 28.58289 20.80984 -15.94950
C: 28.06201 19.94653 -14.74984
N: 26.53740 19.77559 -14.96553
O: 25.80954 19.60614 -13.82074
C: 28.42808 20.74001 -13.43816
C: 28.73069 18.57054 -14.70894
C: 26.08492 17.91514 -16.68004
H: 24.10431 20.65825 -15.92003
H: 23.88584 18.97394 -15.55882
H: 23.81364 19.36394 -17.15366
H: 26.25684 21.40759 -17.16447
H: 26.12597 20.19197 -18.32709
H: 28.49167 20.80375 -18.16756
H: 28.38725 19.26713 -17.53354
H: 28.39888 21.87370 -15.79970
H: 29.66921 20.76104 -15.87451
H: 28.00117 21.74148 -13.49207
H: 29.51296 20.77997 -13.34039
H: 28.01301 20.36625 -12.50215
H: 28.23984 18.12785 -13.84222
H: 29.81482 18.61306 -14.60438
H: 28.50759 17.88241 -15.52430
H: 25.42092 17.47542 -17.42424
H: 26.10660 17.29086 -15.78679
H: 27.00289 17.66862 -17.21359
P: 23.69244 19.95010 -18.66986
F: 24.17111 21.16906 -19.69602
F: 25.09001 19.11038 -18.89513
F: 24.32940 20.88550 -17.49152
F: 23.05753 18.78651 -17.66386
F: 22.32361 20.69189 -18.51430
F: 23.04194 19.07090 -19.91770
O: 24.92504 24.74026 -17.73171
C: 24.60058 23.59502 -17.44771
N: 25.56927 22.76552 -17.09066
C: 23.20987 23.07562 -17.69909
H: 26.56579 22.85288 -17.23000
H: 25.24877 21.80772 -17.08820
H: 22.46960 23.87422 -17.65077
H: 22.94908 22.40104 -16.88360
H: 23.13686 22.62163 -18.68736
O: 28.19620 20.28873 -20.87930
C: 27.21521 20.23055 -20.16543
N: 27.22225 19.30659 -19.23136
C: 25.94026 21.08391 -20.27593
H: 26.36886 19.10818 -18.72891
H: 28.00128 18.66381 -19.22443
H: 25.10343 20.42400 -20.50471
H: 25.98348 21.86023 -21.03985
H: 25.78859 21.67422 -19.37225
O: 20.89191 20.67606 -15.14745
C: 21.41342 20.74279 -16.28122
N: 22.66389 20.40711 -16.45999
C: 20.60443 21.12115 -17.49026
H: 23.30199 20.11679 -15.73291
H: 22.93811 20.39713 -17.43199
H: 20.73743 22.18441 -17.68995
H: 19.53840 20.92603 -17.37362
H: 20.90985 20.49915 -18.33165
O: 24.76389 19.58268 -23.47522
C: 23.81286 20.13957 -23.08957
O: 22.90955 20.59141 -23.94788
C: 21.78581 21.22066 -23.37479
C: 21.87562 20.77313 -21.93839
C: 23.34902 20.39070 -21.72897
H: 20.93681 20.77461 -23.89280
H: 21.92461 22.30105 -23.41462
H: 21.30097 19.85403 -21.82376
H: 21.46257 21.48315 -21.22189
H: 23.47433 19.61313 -20.97545
H: 23.77920 21.33283 -21.38920
O: 25.10295 16.83513 -16.15592
C: 23.96502 17.14555 -15.69740
O: 23.70210 16.98482 -14.34503
C: 22.28296 17.17332 -14.05301
C: 21.68142 17.14323 -15.38311
C: 22.68144 17.64850 -16.35147
H: 22.13697 18.13277 -13.55678
H: 21.80892 16.45306 -13.38621
H: 20.86800 17.86867 -15.39690
H: 21.30432 16.19789 -15.77324
H: 22.61044 18.73556 -16.38839
H: 22.66969 17.19424 -17.34222
O: 19.35341 19.36371 -21.62682
C: 19.77200 19.07431 -20.52352
O: 18.93876 18.84577 -19.44095
C: 19.67938 18.75632 -18.24988
C: 21.00055 18.12455 -18.71592
C: 21.22660 18.75817 -20.09680
H: 19.16566 18.04171 -17.60681
H: 19.81913 19.72438 -17.76882
H: 20.84790 17.09369 -19.03548
H: 21.77583 18.30174 -17.97051
H: 21.61194 18.03507 -20.81565
H: 21.85062 19.65155 -20.07296
O: 22.45648 14.69788 -16.64891
C: 22.68524 15.28420 -17.70251
O: 21.94757 15.12799 -18.76653
C: 22.29434 15.98350 -19.79175
C: 23.31528 16.98644 -19.24079
C: 23.79546 16.25563 -18.00393
H: 21.44303 16.45601 -20.28177
H: 22.86494 15.41506 -20.52620
H: 22.82692 17.92228 -18.96910
H: 24.10940 17.24066 -19.94282
H: 24.06483 16.85982 -17.13762
H: 24.65904 15.60707 -18.15125

Atoms 1-6, force components in eV/Å:
C 11.49 -5.61 8.16
C 0.11 0.88 1.69
C 2.08 1.22 0.67
C 1.48 0.70 2.20
C -0.28 -1.04 -0.51
C 0.40 1.77 -0.73

Taking the records one at a time from the top gives max |F| values of 5.777 5.594 7.499 3.115 1.412 17.257 eV/Å.